Computed, not measured: a molecular structure, C3H2FKLiO3 at a distorted geometry, with ωB97M-V/def2-TZVPD.

Geometry (Å):
O (-0.322099, 1.894282, 0.037201)
C (0.000049, 0.737158, -0.087918)
C (3.612112, 0.924138, 0.047848)
O (-0.690824, -0.324901, -0.147745)
O (1.351376, 0.355963, -0.057028)
C (2.337957, 1.293222, 0.002900)
K (-3.648507, -1.129342, 0.457495)
F (3.957148, -0.374593, 0.047735)
H (4.448325, 1.618701, 0.061704)
H (2.029068, 2.335453, 0.054062)
Li (0.792443, -1.593535, -0.012360)

Cartesian forces, eV/Å:
O 0.4 0.0 -0.3
C -1.7 0.2 0.8
C -0.4 0.7 -0.1
O 0.2 -0.5 -0.2
O 1.2 -0.5 -0.1
C 0.4 0.3 0.2
K 0.4 0.1 -0.1
F 0.1 -0.3 -0.1
H -0.2 -0.2 0.1
H 0.0 -0.3 -0.1
Li -0.4 0.6 -0.1

Computed properties:
<S²>	0.75
spin multiplicity	2
relative energy (zero: lowest compared OMol25 entry of this formula, charge and spin)	10.5	kJ/mol
total charge	0
LUMO energy (alpha / beta)	-0.6 / 0.0	eV